{
  "formula": "C4H16N2O4S",
  "method": "ωB97M-V/def2-TZVPD",
  "species": ["C", "N", "C", "O", "C", "C", "S", "N", "H", "H", "H", "H", "H", "H", "H", "H", "H", "H", "H", "H", "O", "H", "H", "O", "H", "H", "O"],
  "positions_angstrom": [[0.74, 0.39, 0.03], [1.84, 0.22, -0.89], [2.16, 1.11, -1.89], [1.59, 2.18, -2.04], [-0.45, -0.42, -0.44], [-0.93, 0.02, -1.81], [-2.63, -0.69, -2.25], [-1.63, -0.28, 0.44], [0.98, -0.06, 0.97], [0.51, 1.52, 0.08], [2.28, -0.68, -0.92], [2.97, 0.77, -2.51], [-0.22, -1.53, -0.45], [-1.04, 1.08, -1.90], [-0.34, -0.41, -2.64], [-3.43, -0.26, -1.22], [-1.53, 0.63, 0.86], [-1.52, -0.88, 1.29], [3.71, -2.76, 2.64], [3.50, -1.15, 2.25], [3.18, -2.06, 2.29], [-2.59, 1.97, 2.98], [-1.82, 3.28, 2.75], [-1.69, 2.43, 3.18], [1.17, -1.35, 2.65], [0.85, -1.92, 3.95], [0.38, -1.73, 3.13]],
  "lowdin_charge": [-0.1628, 0.0227, -0.3435, 0.0154, -0.4706, -0.4906, 0.6393, -0.0022, 0.0881, 0.1645, 0.1255, 0.1190, 0.1631, 0.0619, 0.0721, -0.1475, 0.0525, 0.0858, 0.0426, 0.0544, -0.0467, 0.0870, 0.0170, -0.0971, 0.0103, 0.0255, -0.0858],
  "spin_multiplicity": 1,
  "homo_lumo_gap_ev": 8.62,
  "e_tot_ha": -970.63572,
  "homo_ev": -8.5,
  "smiles": "N[C@@H](CS)CNC=O.O.O.O",
  "e_above_lowest_ev": 1.279
}

{
  "formula": "C15H21B2F4N6O9V",
  "method": "ωB97M-V/def2-TZVPD",
  "species": ["V", "C", "C", "N", "O", "B", "F", "F", "O", "N", "C", "C", "C", "N", "O", "B", "F", "F", "O", "N", "C", "C", "C", "H", "H", "H", "H", "H", "H", "H", "H", "H", "H", "H", "H", "O", "C", "C", "O", "C", "C", "O", "C", "O", "O", "N", "C", "C", "N", "H", "H", "H", "H", "H", "H", "H", "H", "H"],
  "positions_angstrom": [[0.47, 0.51, -0.38], [3.61, -2.20, 0.19], [2.53, -1.32, -0.30], [1.53, -0.92, 0.41], [1.34, -1.35, 1.66], [0.87, -0.27, 2.64], [0.88, -0.85, 3.86], [1.65, 0.85, 2.42], [-0.58, 0.12, 2.38], [-0.87, 0.49, 1.13], [-2.04, 0.94, 0.84], [-3.09, 1.28, 1.83], [-2.26, 1.07, -0.63], [-1.25, 0.69, -1.33], [-1.31, 0.64, -2.67], [-0.03, 1.13, -3.33], [0.42, 2.20, -2.52], [-0.28, 1.40, -4.61], [1.07, 0.09, -3.26], [1.35, -0.28, -2.02], [2.47, -0.87, -1.73], [3.58, -1.09, -2.67], [-3.53, 1.52, -1.24], [3.47, -2.43, 1.24], [4.57, -1.71, 0.04], [3.63, -3.13, -0.39], [-2.75, 1.07, 2.84], [-4.02, 0.74, 1.62], [-3.31, 2.34, 1.74], [3.31, -0.77, -3.67], [3.87, -2.15, -2.69], [4.45, -0.52, -2.34], [-4.36, 1.48, -0.55], [-3.75, 0.94, -2.14], [-3.40, 2.56, -1.57], [3.05, 6.33, -0.50], [2.33, 5.39, -0.43], [0.79, 5.43, -0.20], [0.08, 6.37, -0.24], [0.34, 3.96, -0.01], [1.54, 3.14, -0.15], [1.46, 1.86, -0.11], [2.76, 3.90, -0.44], [3.84, 3.44, -0.70], [-0.76, 3.53, 0.23], [-2.30, -4.47, 2.68], [-2.14, -4.03, 1.25], [-1.42, -2.68, 1.20], [-1.12, -2.21, -0.15], [-2.79, -5.37, 2.75], [-2.83, -3.79, 3.23], [-1.39, -4.58, 3.14], [-3.14, -3.99, 0.82], [-1.58, -4.81, 0.74], [-0.48, -2.75, 1.74], [-2.02, -1.92, 1.72], [-1.96, -2.10, -0.71], [-0.51, -2.85, -0.64]],
  "lowdin_charge": [1.1817, 0.0483, -0.1675, -0.0619, 0.0560, -1.0574, 0.2320, 0.1991, 0.0802, -0.0334, -0.2171, 0.0390, -0.1927, -0.0656, 0.1082, -1.0223, 0.1544, 0.2723, 0.1219, -0.0229, -0.1760, 0.0469, 0.0562, 0.1013, 0.1206, 0.1143, 0.0995, 0.1034, 0.1233, 0.1043, 0.1089, 0.1226, 0.0932, 0.1113, 0.1328, 0.2509, -0.1956, -0.1933, 0.2457, -0.2148, -0.1257, -0.0313, -0.2163, 0.2228, 0.1837, 0.2039, -0.1148, -0.2462, 0.0531, 0.1823, 0.1795, 0.1807, 0.1403, 0.1406, 0.1162, 0.1208, 0.1014, 0.1013],
  "spin_multiplicity": 3,
  "homo_lumo_gap_ev": [6.08, 5.79],
  "e_tot_ha": -2982.66084,
  "total_charge": 2,
  "homo_ev": [-14.5, -14.4],
  "e_above_lowest_ev": 0.326,
  "s_squared": 2.05
}